ORCA calculation (ωB97M-V/def2-TZVPD) on C36H32N9O7SSe2Ta as an isolated structure in a non-equilibrium geometry.

Computed properties:
Kohn-Sham gap   0.238 hartree
Net charge   +2
LUMO level   -6.5 eV

The geometry in XYZ format:
```
88
C36H32N9O7SSe2Ta (ωB97M-V/def2-TZVPD)
Ta 0.519 0.205 0.300
Se -2.003 2.826 -0.312
Se -3.006 1.791 -2.125
S 5.583 -1.454 -5.376
O 0.750 -3.321 -2.875
O 1.144 1.924 0.453
O -0.382 -2.516 2.233
O 3.088 2.753 1.537
O 1.860 0.177 1.873
O -0.214 -4.631 2.854
O 2.294 -5.034 -2.920
N -0.014 3.710 -2.109
N -1.897 -0.473 -0.475
N 2.479 -1.188 -0.191
N 4.168 -0.691 -5.381
N -0.749 1.057 2.023
N 0.950 0.116 -1.828
N 5.650 -1.894 -3.831
N 2.049 2.560 1.864
N -2.020 0.503 2.427
C 4.545 -1.447 -3.251
C 3.101 -1.634 4.121
C 1.585 -5.172 0.673
C 0.905 -3.842 -1.620
C 1.278 -0.830 2.614
C -0.307 6.413 -1.515
C 1.550 -4.137 -3.740
C 3.203 -1.909 0.649
C -4.256 -1.953 -1.051
C 2.972 -1.069 -1.446
C 0.361 0.920 -4.018
C 0.737 4.633 -2.706
C -3.343 -2.395 -0.113
C 2.199 -5.562 -0.519
C 1.533 0.452 -4.557
C -4.007 -0.720 -1.627
C 2.112 -0.361 -2.361
C -2.223 -1.629 0.132
C 0.127 0.737 -2.663
C -2.855 -0.005 -1.326
C 0.718 -1.809 4.878
C 0.298 -3.448 -0.460
C 1.804 0.421 4.677
C 4.932 -2.364 -0.947
C 0.637 5.990 -2.436
C -1.115 5.465 -0.903
C 0.049 -3.813 2.027
C 4.419 -2.503 0.322
C 2.434 -0.205 -3.702
C 1.841 -4.869 -1.651
C 4.177 -1.633 -1.869
C 1.711 -0.983 4.060
C 0.394 -1.419 1.788
C 0.671 -4.126 0.713
C -0.910 4.135 -1.236
C 3.691 -0.755 -4.146
H 2.431 1.090 4.090
H 2.239 0.347 5.673
H 0.814 0.871 4.802
H -3.474 -3.316 0.437
H 2.909 -6.374 -0.556
H -5.152 -2.508 -1.290
H 0.727 -2.865 4.619
H 5.870 -2.810 -1.245
H 1.452 4.269 -3.435
H 3.073 -2.662 3.753
H -4.737 -0.272 -2.288
H 4.930 -3.076 1.081
H -0.384 1.435 -4.607
H -0.304 -1.446 4.761
H -0.779 1.124 -2.241
H -1.525 -1.999 0.858
H 3.430 -1.676 5.160
H 0.901 -4.705 -4.410
H -1.888 5.753 -0.204
H 0.981 -1.722 5.933
H -0.456 -2.673 -0.467
H -0.429 7.463 -1.287
H -0.941 2.027 1.795
H 3.841 -1.065 3.556
H 1.281 6.694 -2.942
H 2.243 -3.499 -4.292
H -2.372 1.044 3.213
H 2.805 -2.067 1.635
H -1.837 -0.437 2.770
H 1.777 0.572 -5.604
H -0.088 1.034 2.800
H 1.809 -5.697 1.592
```

Results of the Löwdin charge analysis, in e, for atoms 1 through 5: atom 1 (Ta): 1.8710, atom 2 (Se): 0.7512, atom 3 (Se): 0.7779, atom 4 (S): 1.0934, atom 5 (O): 0.0287